(1)
{
  "formula": "C59H47Cl2LaN6O2Te2",
  "method": "the ωB97M-V functional and the def2-TZVPD basis",
  "symbols": ["N", "H", "H", "C", "C", "Te", "C", "C", "C", "C", "C", "C", "C", "C", "H", "C", "C", "C", "C", "H", "C", "H", "C", "H", "H", "C", "H", "Te", "H", "C", "C", "H", "C", "N", "H", "H", "H", "H", "N", "N", "H", "C", "H", "La", "H", "H", "C", "H", "C", "C", "H", "C", "H", "C", "C", "C", "H", "C", "C", "O", "C", "H", "C", "C", "H", "H", "C", "C", "C", "C", "C", "H", "H", "C", "C", "H", "H", "C", "C", "C", "H", "H", "H", "C", "C", "C", "C", "C", "C", "H", "Cl", "H", "C", "N", "H", "C", "H", "C", "H", "H", "H", "C", "Cl", "H", "H", "O", "H", "C", "H", "N", "C", "C", "C", "C", "H", "H", "H", "C", "H"],
  "xyz": [[2.530, -2.263, 2.176], [-0.679, -0.014, -8.132], [8.216, -5.201, 0.855], [-0.808, 3.668, -1.655], [0.136, -2.002, -5.562], [5.336, -2.086, 3.743], [2.426, -5.547, -0.465], [1.357, -5.616, -1.338], [0.449, -3.728, -0.232], [-0.225, -2.687, 3.774], [-1.536, -2.821, 5.838], [5.934, -3.042, -0.515], [-5.499, 0.404, 2.323], [4.982, 2.329, -0.270], [0.343, 1.804, -4.025], [-2.230, -1.326, 2.456], [4.501, 2.643, 2.422], [-1.505, 2.149, 1.554], [-1.971, 4.551, 0.367], [0.427, -2.098, -7.735], [-0.536, 5.025, -3.616], [3.242, -4.746, 1.354], [-1.359, 3.532, -0.345], [-5.807, 3.455, -0.509], [3.210, -6.264, -0.596], [-4.173, 3.291, -3.507], [-1.840, 1.212, -6.421], [2.246, -0.040, -1.086], [5.590, -2.747, -1.483], [0.053, -2.356, 2.474], [-1.866, 5.864, -1.690], [-0.620, 5.954, -4.217], [-7.226, -0.894, 3.226], [-2.564, 1.679, -4.202], [-1.272, -3.852, 6.028], [-0.413, -1.704, -3.576], [-6.974, -2.979, 3.184], [-1.215, 1.187, 2.032], [-1.881, 0.541, -3.771], [-3.324, 1.637, -1.929], [7.050, 2.447, 0.193], [-1.277, 0.334, -6.127], [2.301, -1.151, 3.953], [-1.347, -0.020, -1.444], [-0.564, -4.694, -1.860], [-5.649, 4.500, -2.780], [6.936, -3.942, 1.945], [-4.102, 3.851, -4.458], [-1.519, -2.468, 4.387], [5.341, -2.612, 0.670], [0.351, 4.045, -5.265], [4.043, -0.579, 2.969], [4.562, -0.216, 2.057], [-6.735, 0.364, 2.884], [-0.001, 3.988, -4.244], [2.501, -4.614, 0.616], [-2.925, 6.524, -0.054], [-6.533, -2.034, 2.977], [7.527, -4.379, 0.760], [-2.995, -0.194, 0.556], [-4.127, 2.172, -1.023], [2.028, -0.299, 2.358], [-4.676, -0.737, 2.134], [-0.911, -1.406, 1.894], [-2.294, 2.939, 3.354], [5.293, 2.160, -1.297], [-2.304, 5.708, -0.416], [5.818, 2.681, 1.933], [2.614, -1.031, 2.901], [7.053, -3.908, -0.495], [-0.450, -1.258, -4.561], [4.223, 2.638, 3.543], [4.053, 0.281, 3.624], [-1.226, -0.118, -4.770], [5.873, -3.041, 1.906], [4.466, -1.892, 0.660], [7.223, -4.359, 2.834], [0.040, 2.733, -3.531], [-2.318, 4.348, 1.738], [3.657, 2.330, 0.106], [-0.908, -2.217, 6.393], [1.556, 2.367, -0.314], [7.324, -4.319, -1.419], [-5.223, -1.977, 2.467], [6.093, 2.520, 0.586], [-2.525, -1.862, 3.752], [-1.026, 4.891, -2.273], [-2.033, 3.160, 2.343], [-0.017, -1.604, -6.900], [-2.613, -2.679, 6.198], [1.764, 2.367, 2.091], [-7.346, 1.256, 3.066], [1.463, -3.697, 0.709], [-0.291, 2.550, -2.322], [0.662, -2.897, -5.352], [0.332, -4.631, -1.258], [-8.273, -0.952, 3.528], [-5.025, 3.712, -2.558], [0.520, -3.286, 4.369], [2.603, 2.652, -1.744], [-4.086, 1.696, -0.034], [-3.226, -0.696, 1.626], [-2.242, -2.641, -1.706], [-3.504, -1.802, 4.217], [-0.369, -2.986, -0.147], [-0.503, -0.648, 0.966], [-2.728, 5.178, 2.284], [-0.695, -0.431, -7.170], [-5.088, 1.346, 2.025], [-1.217, 2.309, 0.310], [2.516, 2.121, -0.845], [-5.040, 3.175, -1.250], [3.441, 2.439, 1.514], [-3.296, 2.164, -3.223], [6.673, 2.709, 2.644], [1.287, -6.423, -2.045], [-2.184, 6.731, -2.280], [1.388, -2.727, 1.858], [-4.618, -2.870, 2.340]],
  "lumo_energy_ha": 0.1224,
  "total_charge": -2,
  "multiplicity": 1,
  "e_above_lowest_ev": 1.716
}

(2)
{
  "formula": "C4H9NS",
  "method": "the ωB97M-V functional and the def2-TZVPD basis",
  "symbols": ["H", "C", "H", "H", "H", "H", "H", "C", "H", "C", "S", "H", "N", "H", "C"],
  "xyz": [[2.384, 2.041, 0.752], [2.148, 1.026, 1.096], [1.990, 0.970, 2.223], [1.576, -0.432, -1.222], [-2.682, -0.400, -0.111], [2.790, 0.110, 0.704], [1.159, 1.321, -1.448], [-3.886, -2.116, -0.738], [0.139, 1.292, 0.696], [0.938, 0.427, -0.986], [0.458, -0.972, 1.349], [0.003, 0.138, -1.470], [0.844, 0.606, 0.456], [-4.590, -2.910, -0.731], [-3.270, -1.101, -0.570]],
  "lumo_energy_ha": 0.0191,
  "total_charge": 0,
  "multiplicity": 1,
  "e_above_lowest_ev": 4.485
}

(3)
{
  "formula": "C41H33N5O4PbS3",
  "method": "the ωB97M-V functional and the def2-TZVPD basis",
  "symbols": ["H", "C", "C", "O", "H", "C", "O", "H", "C", "C", "H", "C", "C", "C", "H", "H", "C", "C", "C", "H", "H", "H", "O", "C", "N", "C", "C", "Pb", "H", "C", "C", "N", "C", "C", "H", "C", "C", "H", "C", "H", "C", "H", "H", "H", "C", "H", "H", "N", "C", "C", "C", "N", "H", "C", "H", "S", "C", "N", "C", "C", "C", "H", "H", "C", "H", "C", "C", "H", "C", "C", "O", "S", "C", "H", "H", "H", "H", "C", "H", "C", "S", "H", "C", "H", "H", "C", "H"],
  "xyz": [[0.043, 6.018, -5.197], [0.270, -4.706, 3.375], [-4.253, 1.154, -1.619], [2.566, 1.323, 0.488], [1.502, -5.780, -1.789], [-1.645, -3.735, 5.169], [1.461, 0.885, -2.291], [1.356, 2.433, 2.522], [0.534, -2.900, -1.686], [1.507, -2.101, -3.613], [-1.845, -1.060, 5.241], [-1.452, -5.083, 5.021], [-0.720, 2.363, 1.963], [1.905, -4.916, -1.247], [2.160, 3.304, 0.484], [-0.406, 5.757, -2.786], [-0.882, -2.817, 4.421], [3.005, -1.009, 0.433], [0.086, -3.325, 3.529], [0.997, -5.068, 2.661], [2.190, -1.280, -3.374], [1.443, -4.878, -0.262], [1.352, -0.331, 2.074], [4.825, -0.649, -1.600], [0.365, -2.063, -2.709], [3.209, 0.290, -0.066], [-2.002, 2.722, 2.409], [-0.612, 1.176, -0.101], [0.768, 1.810, -5.482], [-0.045, 3.650, -2.757], [0.527, 2.689, -4.896], [1.622, -3.686, -1.932], [-0.492, -5.572, 4.116], [0.116, 5.040, -4.739], [-2.394, -3.361, 5.856], [-0.131, 4.897, -3.384], [-4.135, 1.745, -0.362], [-0.361, -6.640, 4.000], [-3.126, 2.459, 1.495], [1.754, -4.253, -3.955], [2.113, -3.463, -3.282], [-0.590, 0.594, 3.907], [2.985, -5.048, -1.145], [4.258, 1.403, -1.559], [-6.493, 2.327, -0.349], [1.194, -2.015, -4.651], [0.627, 4.030, -6.569], [2.064, -1.321, 1.465], [-6.604, 1.732, -1.591], [0.341, 2.685, 2.814], [-5.241, 2.331, 0.258], [-2.969, 1.830, 0.377], [3.515, -3.077, 0.346], [-2.217, 3.328, 3.647], [5.189, -2.771, -1.451], [-0.434, -2.985, -0.307], [0.303, 2.543, -3.531], [1.775, -2.479, 1.861], [-1.142, 3.617, 4.469], [0.545, -0.993, 2.932], [-0.410, -0.467, 3.820], [-0.198, -1.189, -2.669], [5.526, -0.497, -2.410], [0.804, -2.338, 2.801], [-7.349, 2.779, 0.132], [0.410, 1.174, -2.914], [4.633, -1.924, -1.074], [-1.302, 4.094, 5.427], [3.712, -2.100, -0.069], [2.799, 2.629, -0.075], [-0.611, 0.441, -3.016], [-0.388, 3.614, -1.011], [-1.091, -1.399, 4.542], [2.502, 2.633, -1.122], [-3.381, 0.727, -2.103], [-7.566, 1.718, -2.087], [-5.610, 0.707, -3.199], [4.125, 0.433, -1.110], [3.848, 2.902, 0.059], [-5.494, 1.155, -2.221], [-4.756, 3.007, 1.782], [3.204, -3.459, -3.305], [0.144, 3.307, 4.042], [-3.223, 3.581, 3.967], [0.993, 3.550, 4.672], [0.444, 3.930, -5.507], [-2.047, -5.780, 5.596]],
  "lumo_energy_ha": -0.0647,
  "total_charge": 0,
  "multiplicity": 1,
  "e_above_lowest_ev": 0.391
}

(4)
{
  "formula": "C30H42N2O2",
  "method": "the ωB97M-V functional and the def2-TZVPD basis",
  "symbols": ["H", "H", "H", "H", "C", "C", "C", "H", "H", "O", "H", "H", "C", "H", "C", "H", "C", "C", "C", "H", "H", "H", "C", "H", "H", "H", "C", "H", "C", "H", "C", "C", "C", "H", "C", "H", "H", "H", "H", "H", "C", "H", "H", "H", "H", "H", "H", "C", "H", "C", "H", "H", "H", "C", "C", "C", "C", "C", "H", "N", "C", "H", "C", "H", "O", "C", "H", "C", "C", "H", "C", "H", "H", "N", "C", "H"],
  "xyz": [[-5.504, -3.322, -1.506], [-2.735, 2.637, -1.022], [1.862, -1.245, 1.565], [6.580, -4.621, -0.688], [-6.309, -0.662, -1.313], [-0.363, 0.560, 1.429], [-2.530, 1.524, 1.841], [-2.813, -1.750, 1.134], [-2.179, 0.376, -1.822], [4.060, 2.635, -1.365], [5.117, 2.279, 0.939], [0.140, -0.164, -2.467], [-0.986, -0.666, 1.208], [-0.411, -1.547, 0.974], [-1.161, 1.658, 1.750], [3.983, 3.382, 1.756], [1.674, 4.095, -1.441], [4.384, -1.992, -0.110], [4.488, -5.048, -0.859], [-7.634, -2.257, -0.782], [-4.232, -0.485, -0.745], [5.313, -0.318, 0.857], [-5.110, 0.157, -0.828], [3.335, 0.499, -0.414], [1.264, 5.103, -1.355], [3.651, 1.079, 2.536], [1.835, -0.430, 0.830], [1.402, -0.801, -0.101], [4.359, -0.846, 0.899], [3.434, -2.527, -0.073], [0.879, 1.793, -2.025], [3.239, 0.152, 0.618], [-4.655, 0.194, 1.700], [5.391, -3.412, 1.156], [-0.733, 3.365, -1.209], [-0.980, 4.355, -0.854], [-4.678, -2.632, -0.111], [-4.978, 1.898, 0.445], [3.561, -4.557, -1.143], [-4.943, -0.857, 1.747], [3.259, 1.365, 1.551], [6.466, -2.397, 0.195], [1.895, 1.567, -2.314], [4.245, -1.250, 1.909], [-0.704, 2.613, 1.940], [4.364, -5.475, 0.135], [4.667, -5.861, -1.559], [-6.677, -1.858, -0.435], [-7.175, 0.002, -1.380], [-5.347, 0.872, 0.508], [-4.890, 0.899, -1.599], [-4.996, 0.679, 2.619], [-3.123, 2.389, 2.102], [-0.106, 0.826, -2.109], [3.551, 3.002, -0.322], [-1.720, 2.399, -1.303], [-3.161, 0.307, 1.613], [1.789, 1.716, 1.747], [4.499, -1.579, -1.114], [2.478, 3.816, -0.265], [5.656, -4.069, -0.876], [2.347, 4.043, -2.302], [-2.362, -0.781, 1.298], [2.033, 3.958, 0.633], [1.398, 2.775, 2.202], [-1.409, 1.128, -1.752], [-6.817, -1.530, 0.596], [5.530, -2.961, 0.171], [4.070, 2.564, 1.040], [-6.420, 0.927, 0.705], [-5.640, -2.974, -0.484], [5.737, -3.618, -1.868], [-6.098, -1.024, -2.323], [1.034, 0.669, 1.340], [0.572, 3.073, -1.576], [-5.960, -3.817, 0.125]],
  "lumo_energy_ha": 0.0250,
  "total_charge": 0,
  "multiplicity": 1,
  "e_above_lowest_ev": 0.013
}